A single C6H10N2 molecule in a non-equilibrium geometry, computed with wB97M-V/def2-TZVPD.

Geometry as XYZ:
```
18
Properties=species:S:1:pos:R:3:lowdin_charge:R:1
C 0.688 0.486 0.870 -0.28
C -1.400 -0.154 0.831 -0.30
C 0.369 0.546 -0.653 -0.33
C -0.083 -0.755 1.313 -0.09
C -1.091 0.052 -0.672 -0.11
C 1.319 -0.290 -1.493 -0.07
N -0.150 1.551 1.415 0.04
N -1.320 1.194 1.387 0.04
H 1.735 0.595 1.133 0.14
H -2.340 -0.647 1.061 0.13
H 0.429 1.592 -0.984 0.14
H 0.198 -1.682 0.817 0.11
H -0.054 -0.893 2.398 0.12
H -1.190 -0.893 -1.205 0.12
H -1.775 0.777 -1.109 0.11
H 1.382 -1.311 -1.106 0.08
H 2.315 0.159 -1.477 0.08
H 0.969 -0.327 -2.527 0.08
```

Output
Gap between HOMO and LUMO = 9.902 eV
LUMO = 0.9 eV
Energy above the lowest of the compared OMol25 structures with the same formula, charge and spin = 28.40 kcal/mol
SMILES = C[C@H]1C[C@H]2C[C@@H]1N=N2
HOMO energy = -8.954 eV


A single C9H8N2 molecule in a non-equilibrium geometry, computed with wB97M-V/def2-TZVPD.

Geometry as XYZ:
```
19
Properties=species:S:1:pos:R:3:lowdin_charge:R:1
C -1.685 -0.203 -2.577 -0.17
C -1.580 -1.273 -1.734 -0.09
C -0.781 -1.130 -0.575 -0.07
C -0.087 0.026 -0.346 -0.18
C -0.177 1.075 -1.173 0.00
C -1.123 0.950 -2.255 -0.06
C 0.745 0.271 0.924 -0.35
C 1.455 0.036 3.009 -0.12
C 2.290 0.677 2.223 -0.21
H -2.210 -0.352 -3.471 0.09
H -2.012 -2.449 -1.944 0.17
H -0.499 -2.047 0.212 0.17
H 0.041 1.912 -0.952 0.01
H -1.177 1.805 -3.136 0.16
H -0.510 -0.744 2.164 0.18
H 1.695 -0.293 4.064 0.13
H 3.299 1.174 2.518 0.13
N 0.474 -0.336 2.097 0.07
N 1.844 0.901 0.952 0.12
```

Output
Gap between HOMO and LUMO = 9.591 eV
LUMO = 0.8 eV
Energy above the lowest of the compared OMol25 structures with the same formula, charge and spin = 77.54 kcal/mol
SMILES = c1ccc(-c2ncc[nH]2)cc1
HOMO energy = -8.779 eV


A molecular structure, C62H46Cl4O2P3SiW in a non-equilibrium geometry, computed with wB97M-V/def2-TZVPD.

Geometry as XYZ:
```
119
Properties=species:S:1:pos:R:3:lowdin_charge:R:1
W 0.704 -0.182 0.368 1.07
C 4.365 -0.288 -1.662 -0.12
C 4.006 0.929 -1.211 -0.04
C 2.556 1.391 -1.104 -0.40
C 1.527 0.383 -1.661 -0.52
C 2.089 -0.941 -2.054 -0.18
C 3.396 -1.290 -2.029 -0.10
P 0.395 0.909 -3.075 1.10
C 1.374 0.923 -4.651 -0.39
C 0.513 1.031 -5.719 -0.13
C 1.113 1.146 -7.002 -0.08
C 2.515 1.059 -7.104 -0.13
C 3.336 0.894 -6.010 -0.09
C 2.740 0.782 -4.742 -0.06
C 0.286 2.752 -2.868 -0.36
C 0.777 3.684 -3.780 -0.07
C 0.893 5.021 -3.418 -0.09
C 0.394 5.386 -2.204 -0.11
C -0.112 4.464 -1.318 -0.09
C -0.157 3.102 -1.617 -0.29
Si -0.777 1.892 -0.266 0.67
C -1.025 3.080 1.306 -0.25
C -1.748 4.281 1.380 -0.13
C -1.909 4.993 2.517 -0.08
C -1.251 4.525 3.673 -0.10
C -0.572 3.359 3.683 -0.10
C -0.415 2.655 2.461 -0.34
P 0.288 0.934 2.448 0.98
C 1.733 1.080 3.545 -0.35
C 2.372 2.273 3.896 -0.05
C 3.525 2.154 4.714 -0.08
C 3.914 0.926 5.168 -0.11
C 3.266 -0.247 4.833 -0.11
C 2.167 -0.140 4.054 -0.16
C -0.991 0.337 3.674 -0.31
C -0.736 -0.214 4.931 -0.06
C -1.793 -0.671 5.773 -0.06
C -3.067 -0.554 5.266 -0.11
C -3.349 0.006 4.010 -0.07
C -2.304 0.420 3.195 -0.10
C -2.621 1.447 -0.755 -0.27
C -3.581 2.306 -1.274 -0.11
C -4.747 1.883 -1.828 -0.11
C -5.043 0.525 -1.896 -0.08
C -4.083 -0.347 -1.400 -0.09
C -2.836 0.077 -0.861 -0.34
P -1.522 -1.133 -0.216 1.05
C -1.706 -2.389 -1.607 -0.31
C -2.478 -3.526 -1.449 -0.10
C -2.624 -4.438 -2.480 -0.08
C -1.912 -4.256 -3.658 -0.08
C -1.192 -3.057 -3.816 -0.09
C -1.161 -2.106 -2.842 -0.13
C -2.322 -2.285 1.111 -0.43
C -1.730 -3.764 1.406 -0.19
C -2.660 -4.735 1.787 -0.12
C -3.926 -4.548 2.164 -0.08
C -4.484 -3.191 1.927 -0.06
C -3.749 -2.203 1.301 -0.12
H 5.421 -0.513 -1.919 0.11
H 4.815 1.612 -0.912 0.11
H 2.466 2.269 -1.742 0.11
H 1.380 -1.670 -2.385 0.08
H 3.593 -2.355 -2.126 0.11
H -0.533 1.120 -5.619 0.09
H 0.510 1.281 -7.934 0.10
H 2.951 1.211 -8.101 0.09
H 4.461 0.815 -6.167 0.12
H 3.451 0.640 -3.909 0.10
H 1.053 3.279 -4.757 0.09
H 1.404 5.788 -3.995 0.10
H 0.472 6.440 -2.058 0.09
H -0.395 4.868 -0.344 0.08
H -2.225 4.605 0.488 0.08
H -2.499 5.952 2.647 0.12
H -1.216 5.252 4.481 0.10
H -0.085 3.007 4.578 0.11
H 1.966 3.235 3.590 0.10
H 3.999 3.032 5.013 0.08
H 4.974 0.777 5.652 0.14
H 3.564 -1.225 5.111 0.10
H 1.574 -1.122 3.824 0.15
H 0.264 -0.217 5.299 0.07
H -1.640 -1.091 6.713 0.08
H -3.927 -0.990 5.790 0.10
H -4.294 -0.073 3.475 0.10
H -2.481 0.747 2.223 0.08
H -3.353 3.384 -1.332 0.11
H -5.496 2.537 -2.204 0.09
H -5.977 0.212 -2.356 0.10
H -4.203 -1.487 -1.421 0.12
H -3.009 -3.646 -0.531 0.08
H -3.196 -5.331 -2.379 0.09
H -1.986 -4.940 -4.509 0.10
H -0.608 -2.865 -4.720 0.11
H -0.730 -1.127 -3.061 0.01
H -0.889 -4.046 0.780 0.08
H -2.337 -5.791 1.859 0.12
H -4.508 -5.374 2.429 0.07
H -5.529 -2.977 2.213 0.10
H -4.292 -1.305 1.063 0.09
Cl 6.239 -3.807 0.141 0.64
C 4.559 -3.660 0.510 -0.71
C 3.568 -4.496 -0.035 -0.73
Cl 4.107 -5.920 -0.804 0.67
C 2.253 -4.130 -0.065 -0.69
Cl 1.050 -5.049 -0.739 0.82
C 1.876 -2.879 0.292 -0.43
O 0.713 -2.320 0.101 -0.29
C 2.820 -2.056 0.886 -0.38
O 2.349 -0.895 1.318 -0.25
C 4.117 -2.466 1.143 -0.58
Cl 5.238 -1.392 1.948 0.68
C 2.041 1.672 0.271 -0.26
H 2.773 1.489 1.073 0.05
H 1.729 2.760 0.268 0.07
C -1.527 -2.549 2.352 -0.07
H -2.014 -2.546 3.296 0.10
H -0.464 -2.175 2.283 0.10
```

Output
Gap between HOMO and LUMO = 6.570 eV
LUMO = 2.4 eV
Net charge = -1
HOMO energy = -4.218 eV


A gas-phase ion, C4H12NS2 (charge +1) in a non-equilibrium geometry, computed with wB97M-V/def2-TZVPD.

Geometry as XYZ:
```
19
Properties=species:S:1:pos:R:3:lowdin_charge:R:1
N 0.105 1.141 -1.816 0.17
C 0.801 1.344 -0.445 -0.37
C 0.210 2.591 0.162 -0.04
C 0.655 0.118 0.471 -0.48
S 0.332 -1.416 -0.434 0.54
S -1.502 -2.246 0.047 0.48
C -1.058 -3.577 1.175 -0.46
H -0.541 0.346 -1.675 0.09
H -0.371 1.984 -2.105 0.15
H 0.689 0.860 -2.603 0.17
H 1.823 1.403 -0.790 0.14
H 0.355 3.494 -0.421 0.10
H 0.703 2.750 1.128 0.11
H -0.762 2.369 0.605 0.10
H 1.598 0.003 1.013 0.09
H -0.030 0.251 1.314 0.09
H -0.841 -4.515 0.688 0.04
H -1.916 -3.633 1.850 0.04
H -0.247 -3.270 1.836 0.04
```

Output
Gap between HOMO and LUMO = 9.373 eV
LUMO = -3.3 eV
Net charge = +1
Energy above the lowest of the compared OMol25 structures with the same formula, charge and spin = 10.80 kcal/mol
SMILES = CSSC[C@H](C)[NH3+]
HOMO energy = -12.642 eV


A molecular structure, C2H10NO3 in a non-equilibrium geometry, computed with wB97M-V/def2-TZVPD.

Geometry as XYZ:
```
16
Properties=species:S:1:pos:R:3:lowdin_charge:R:1
C 0.347 -1.096 2.065 -0.22
N 0.677 -1.190 0.679 -0.11
C -0.439 -0.633 -0.089 -0.46
O -0.242 0.385 -0.942 -0.21
H 1.291 -1.274 2.778 0.10
H -0.542 -1.675 2.319 0.05
H 0.017 -0.106 2.459 0.07
H 1.448 -0.561 0.455 0.07
H -1.248 -0.446 0.561 0.07
H -0.793 -1.518 -0.803 0.12
H -2.562 1.611 -2.860 0.04
H -1.194 1.136 -2.457 -0.02
O -1.632 1.578 -3.203 -0.11
H 0.751 0.920 -0.481 -0.01
H 2.441 1.281 -0.472 -0.08
O 1.681 1.589 -0.010 -0.31
```

Output
Gap between HOMO and LUMO = 8.133 eV
LUMO = 4.1 eV
Net charge = -1
Energy above the lowest of the compared OMol25 structures with the same formula, charge and spin = 28.76 kcal/mol
HOMO energy = -4.059 eV


A single C2H4NP molecule in a non-equilibrium geometry, computed with wB97M-V/def2-TZVPD.

Geometry as XYZ:
```
8
Properties=species:S:1:pos:R:3:lowdin_charge:R:1
C -0.228 -1.198 -0.368 -0.15
C -1.159 -0.055 -0.007 -0.48
N -0.073 0.899 -0.589 -0.22
P 1.075 -0.086 0.044 0.69
H -2.122 0.174 -0.697 0.12
H -1.484 0.316 1.060 0.10
H 1.594 0.253 1.194 -0.07
H 2.397 -0.302 -0.638 0.01
```

Output
Gap between HOMO and LUMO = 8.327 eV
LUMO = -0.5 eV
Energy above the lowest of the compared OMol25 structures with the same formula, charge and spin = 126.42 kcal/mol
HOMO energy = -8.844 eV


Which formula does entry 6 have? C2H4NP


The highest HOMO energy belongs to which entry? C2H10NO3